Model P:
Below is an isolated ion of composition C3H3N2O2 and charge -1, with properties calculated with the ωB97M-V functional and the def2-TZVPD basis.

Bonds (Å) are listed after each position.
CARTESIAN COORDINATES (ANGSTROEM)
1 N 1.3627 -0.0268 1.3781  N2 1.433, H8 1.112, H9 0.976
2 N 0.2629 -0.9252 1.1873  N1 1.433, C3 1.761, H10 1.049
3 C -0.6386 -0.3766 -0.2227  N2 1.761, C4 1.354, C6 1.387
4 C -1.5963 0.4752 -0.6597  C3 1.354, O5 1.215, C6 1.501
5 O -2.6663 1.0063 -0.4379  C4 1.215
6 C -0.3871 0.1421 -1.4839  C3 1.387, C4 1.501, O7 1.238
7 O 0.3662 0.4013 -2.4311  C6 1.238
8 H 0.8020 0.9325 1.4280  N1 1.112
9 H 1.9712 0.1322 0.6322  N1 0.976
10 H 0.5233 -1.7608 0.6098  N2 1.049

Values from the calculation:
net charge: -1

In elementary charge units, the natural (NBO) charges are:
1. N -0.669
2. N -0.497
3. C -0.187
4. C 0.382
5. O -0.693
6. C 0.374
7. O -0.714
8. H 0.339
9. H 0.328
10. H 0.337



Model Q:
Below is a 2-piece molecular cluster, C3H3N2O2 overall, with properties calculated with the ωB97M-V functional and the def2-TZVPD basis.

Bonds (Å) are listed after each position.
CARTESIAN COORDINATES (ANGSTROEM)
1 C 2.3200 -0.4336 0.3129  C2 1.380, C3 1.394, H9 1.067
2 C 3.3534 0.4495 0.0746  C1 1.380, C3 1.481, O6 1.216
3 C 3.5233 -1.0132 -0.0868  C1 1.394, C2 1.481, O7 1.214
4 N -1.2480 0.3477 -0.4985  N5 1.280, H8 1.126
5 N -0.9866 -0.1745 0.6409  N4 1.280, H10 1.054
6 O 3.8582 1.5557 0.0439  C2 1.216
7 O 4.3587 -1.8893 -0.1841  C3 1.214
8 H -1.6577 -0.3462 -1.2852  N4 1.126
9 H 1.2864 -0.3933 0.5756  C1 1.067
10 H -0.5940 0.5402 1.3089  N5 1.054

Values from the calculation:
net charge: -1

In elementary charge units, the natural (NBO) charges are:
1. C -0.513
2. C 0.395
3. C 0.409
4. N -0.318
5. N -0.321
6. O -0.722
7. O -0.708
8. H 0.301
9. H 0.153
10. H 0.325



Question: which arrangement is favored energetically? Ranking from most to least stable: model P, model Q.



Model P:
Below is an isolated ion of composition C2H9N2 and charge +1, with properties calculated with the ωB97M-V functional and the def2-TZVPD basis.

Bonds (Å) are listed after each position.
CARTESIAN COORDINATES (ANGSTROEM)
1 N -0.9152 0.3557 1.7586  C2 1.583, H5 1.053, H6 1.073
2 C -0.6892 -0.4513 0.4159  N1 1.583, C3 1.534, H7 1.118, H8 1.076
3 C 0.6961 0.0466 -0.0169  C2 1.534, N4 1.525, H9 1.038, H10 1.153
4 N 0.7066 -0.0842 -1.5362  C3 1.525, H11 1.070, H12 1.040, H13 1.119
5 H -0.5613 1.3454 1.8187  N1 1.053
6 H -1.8604 0.2183 2.2485  N1 1.073
7 H -0.6440 -1.5628 0.3092  C2 1.118
8 H -1.1358 0.0843 -0.4037  C2 1.076
9 H 0.7571 1.0655 0.1738  C3 1.038
10 H 1.4720 -0.2241 0.7921  C3 1.153
11 H 1.6960 -0.1604 -1.9375  N4 1.070
12 H 0.0307 0.5377 -2.0251  N4 1.040
13 H 0.4475 -1.1706 -1.5974  N4 1.119

Values from the calculation:
net charge: +1

In elementary charge units, the natural (NBO) charges are:
1. N -0.889
2. C -0.212
3. C -0.267
4. N -0.719
5. H 0.393
6. H 0.412
7. H 0.225
8. H 0.158
9. H 0.212
10. H 0.288
11. H 0.471
12. H 0.471
13. H 0.457



Model Q:
Below is a 2-piece molecular cluster, C2H9N2 overall, with properties calculated with the ωB97M-V functional and the def2-TZVPD basis.

Bonds (Å) are listed after each position.
CARTESIAN COORDINATES (ANGSTROEM)
1 N 2.1557 -0.4914 0.2842  H2 1.033, H3 1.024, H4 1.002
2 H 2.5046 -1.4361 0.0546  N1 1.033
3 H 2.7551 0.2469 -0.0954  N1 1.024
4 H 2.3024 -0.4858 1.2751  N1 1.002
5 H 0.3949 0.4331 0.2196  N8 1.048
6 C -1.0779 -0.0622 -1.3030  N8 1.508, H9 1.086, H10 1.146, H11 1.111
7 C -1.3650 0.4358 1.1319  N8 1.287, H12 1.058, H13 1.093
8 N -0.6196 0.1943 0.1108  H5 1.048, C6 1.508, C7 1.287
9 H -0.7511 0.7262 -1.9744  C6 1.086
10 H -0.7896 -1.1586 -1.4718  C6 1.146
11 H -2.1819 -0.0139 -1.1897  C6 1.111
12 H -0.8810 1.0215 1.8687  C7 1.058
13 H -2.4464 0.5900 1.0893  C7 1.093

Values from the calculation:
net charge: +1

In elementary charge units, the natural (NBO) charges are:
1. N -1.118
2. H 0.399
3. H 0.388
4. H 0.374
5. H 0.472
6. C -0.430
7. C 0.101
8. N -0.377
9. H 0.258
10. H 0.261
11. H 0.224
12. H 0.218
13. H 0.231



Question: which arrangement is favored energetically? Ranking from most to least stable: model Q, model P.



Model P:
Below is a 3-piece molecular cluster, C5H17N2O overall, with properties calculated with the ωB97M-V functional and the def2-TZVPD basis.

Bonds (Å) are listed after each position.
CARTESIAN COORDINATES (ANGSTROEM)
1 C -0.0406 0.6555 -2.4486  N2 1.399, C4 1.502, H8 1.123, H9 1.124
2 N -0.5925 -0.5782 -2.0863  C1 1.399, H17 1.010, H23 1.065
3 C -4.6476 1.2501 4.2460  H10 1.062, H11 1.192, H12 1.033, H13 1.081
4 C 1.0954 0.8269 -1.4807  C1 1.502, N5 1.483, H14 1.147, H15 1.111
5 N 2.1840 -0.0994 -1.8767  C4 1.483, C6 1.479, H16 1.003
6 C 2.3776 -1.3690 -1.1421  N5 1.479, C7 1.502, H18 0.965, H19 1.083
7 C 2.9188 -1.0999 0.2332  C6 1.502, H20 1.097, H21 1.088, H22 1.064
8 H -0.6558 1.5891 -2.5503  C1 1.123
9 H 0.4647 0.3960 -3.4181  C1 1.124
10 H -4.7431 0.3456 4.7944  C3 1.062
11 H -5.5374 1.9753 4.5678  C3 1.192
12 H -4.6813 1.3054 3.2152  C3 1.033
13 H -3.7989 1.7931 4.6369  C3 1.081
14 H 0.8046 0.7485 -0.3736  C4 1.147
15 H 1.6999 1.7595 -1.4956  C4 1.111
16 H 3.0374 0.2972 -2.2227  N5 1.003
17 H -1.4919 -0.8790 -2.4333  N2 1.010
18 H 2.7903 -2.0108 -1.7335  C6 0.965
19 H 1.3885 -1.7929 -1.0187  C6 1.083
20 H 2.0419 -0.6308 0.6962  C7 1.097
21 H 3.1109 -2.0261 0.7713  C7 1.088
22 H 3.7326 -0.4143 0.2489  C7 1.064
23 H -0.6270 -0.5197 -1.0237  N2 1.065
24 H -0.6500 -0.9744 1.3481  O25 1.023
25 O -0.1807 -0.5479 0.5460  H24 1.023

Values from the calculation:
net charge: +1

In elementary charge units, the natural (NBO) charges are:
1. C -0.272
2. N -0.559
3. C -0.851
4. C -0.295
5. N -0.279
6. C -0.227
7. C -0.606
8. H 0.302
9. H 0.258
10. H 0.220
11. H 0.213
12. H 0.208
13. H 0.211
14. H 0.301
15. H 0.246
16. H 0.408
17. H 0.411
18. H 0.211
19. H 0.255
20. H 0.246
21. H 0.264
22. H 0.226
23. H 0.412
24. H 0.485
25. O -0.787



Model Q:
Below is a 2-piece molecular cluster, C5H17N2O overall, with properties calculated with the ωB97M-V functional and the def2-TZVPD basis.

Bonds (Å) are listed after each position.
CARTESIAN COORDINATES (ANGSTROEM)
1 C -1.3420 0.2170 0.8293  C2 1.554, N7 1.498, H8 1.089, H9 1.057
2 C -0.5802 -1.1166 1.0646  C1 1.554, C3 1.542, H10 1.092, H11 1.099
3 C -0.3396 -1.8860 -0.2498  C2 1.542, C4 1.510, H12 1.070, H13 1.095
4 C 0.9468 -1.5558 -0.9680  C3 1.510, C5 1.545, H14 1.097, H15 1.097
5 C 1.4659 -0.1100 -1.1317  C4 1.545, N6 1.492, H16 1.086, H17 1.093
6 N 1.7726 0.4328 0.2234  C5 1.492, H18 1.031, H19 1.019
7 N -0.5035 1.3519 1.3337  C1 1.498, H20 1.030, H21 1.028, H22 1.016
8 H -2.2278 0.1003 1.4521  C1 1.089
9 H -1.5401 0.3712 -0.1971  C1 1.057
10 H -0.9554 -1.6639 1.9322  C2 1.092
11 H 0.3915 -0.9353 1.5440  C2 1.099
12 H -0.3978 -2.8950 0.1031  C3 1.070
13 H -1.2178 -1.7437 -0.8889  C3 1.095
14 H 1.0154 -2.0371 -1.9512  C4 1.097
15 H 1.7563 -2.1373 -0.5107  C4 1.097
16 H 2.3439 -0.2524 -1.7544  C5 1.086
17 H 0.7035 0.4507 -1.6792  C5 1.093
18 H 2.4736 1.1695 0.0513  N6 1.031
19 H 2.3762 -0.2872 0.6183  N6 1.019
20 H -0.8918 1.8408 2.1529  N7 1.030
21 H -0.5529 2.0871 0.6164  N7 1.028
22 H 0.4511 1.0716 1.5373  N7 1.016
23 H -1.1495 2.9472 -1.8049  O25 0.968
24 H -2.4754 2.2318 -1.1807  O25 0.960
25 O -1.5231 2.3485 -1.1420  H23 0.968, H24 0.960

Values from the calculation:
net charge: +1

In elementary charge units, the natural (NBO) charges are:
1. C -0.241
2. C -0.421
3. C -0.408
4. C -0.422
5. C -0.230
6. N -0.884
7. N -0.703
8. H 0.233
9. H 0.237
10. H 0.232
11. H 0.211
12. H 0.236
13. H 0.203
14. H 0.236
15. H 0.203
16. H 0.203
17. H 0.192
18. H 0.375
19. H 0.369
20. H 0.424
21. H 0.462
22. H 0.473
23. H 0.512
24. H 0.504
25. O -0.997



Question: which arrangement is favored energetically? Ranking from most to least stable: model Q, model P.